Density functional theory data (the ωB97M-V functional and the def2-TZVPD basis) for a molecular structure, C49H48Br62F9N3O7S in a non-equilibrium geometry.

Structure (XYZ):
```
179
Properties=species:S:1:pos:R:3:forces:R:3
C 5.081 -1.374 3.693 -0.16 -0.14 -0.24
C 4.345 -1.115 2.767 -0.71 0.19 0.16
C 3.341 -0.794 1.606 3.50 -0.80 0.95
N 2.788 -2.113 1.234 -0.80 0.83 -1.56
C 2.716 -2.319 0.013 -0.21 0.36 -0.37
O 2.641 -2.504 -1.137 0.07 -0.30 1.43
O 2.485 0.169 2.139 -0.41 0.48 -0.57
C 1.121 0.195 1.725 -1.74 -2.39 -0.13
C 0.322 -0.775 2.707 0.85 -0.58 -0.15
C 0.931 -0.844 4.157 -2.28 -0.73 0.16
O 1.715 -2.059 4.243 0.52 1.03 0.09
C -0.266 -1.061 5.189 0.71 0.07 -0.06
N 0.137 -0.666 6.558 -0.49 0.00 -0.39
C 0.520 1.644 1.560 3.39 1.76 0.80
O 0.250 2.135 0.266 -0.53 -0.84 -0.04
C -0.301 1.412 -0.757 -1.02 -0.39 -1.84
Br 0.991 0.441 -1.941 0.00 0.12 0.75
Br -1.000 2.812 -2.034 0.18 -0.30 0.64
C -1.519 0.470 -0.594 -0.92 -0.03 -0.99
O -1.278 -0.730 0.120 -0.45 0.97 0.47
C -2.541 -1.319 0.450 -0.94 -0.96 -0.05
C -3.274 -1.967 -0.787 -0.78 0.36 -0.27
C -4.802 -1.544 -0.813 0.62 -0.63 0.66
C 1.667 2.652 2.033 1.37 2.22 0.11
C 2.304 3.540 1.078 0.55 0.26 1.10
C 3.336 4.479 1.476 -0.49 -0.75 1.04
C 3.775 4.612 2.843 -1.23 -1.81 -1.63
C 3.126 3.722 3.805 0.39 0.62 -1.79
C 2.116 2.793 3.395 0.53 0.15 -0.16
S -0.899 2.092 2.656 -3.23 -3.26 3.57
O -0.671 1.787 4.069 1.69 1.17 -1.37
O -2.157 1.423 2.326 1.14 1.21 -1.81
C -1.298 3.932 2.674 -0.61 1.27 1.03
F -0.306 4.679 3.239 -0.79 -0.90 -1.27
F -2.347 4.026 3.569 0.91 -0.68 -1.04
C -1.832 4.536 1.330 0.31 1.76 -0.14
F -0.722 4.892 0.586 -1.12 -0.77 0.40
F -2.697 3.738 0.654 1.30 0.31 0.63
C -2.615 5.906 1.545 -1.07 0.12 0.46
F -2.064 6.689 2.520 -0.09 -0.78 -0.82
F -3.915 5.668 1.933 1.46 -0.19 -0.40
C -2.700 6.778 0.222 -1.18 1.33 0.05
F -2.739 6.067 -0.920 0.60 0.61 1.14
F -1.719 7.716 0.239 -0.59 -1.29 -0.53
F -3.882 7.479 0.278 1.28 -0.70 -0.04
C 4.307 -0.309 0.452 1.60 1.34 -1.67
C 4.063 0.790 -0.457 0.72 -1.38 0.73
C 5.039 1.105 -1.451 -1.23 0.20 -0.87
N 6.256 0.554 -1.704 -2.44 -1.14 2.50
C 6.454 -0.438 -0.802 1.16 -1.09 0.14
C 5.600 -0.930 0.230 -1.34 0.95 -0.25
H 5.737 -1.672 4.520 -0.65 0.41 -0.91
H 1.050 -0.319 0.738 -0.12 0.79 0.48
H 0.479 -1.808 2.293 -0.08 0.95 0.31
H -0.778 -0.635 2.684 0.82 0.31 0.12
H 1.503 0.062 4.453 -0.28 -0.69 -0.32
H 2.499 -1.877 4.784 -0.22 -0.12 -0.36
H -1.193 -0.534 4.868 0.76 -0.17 0.44
H -0.488 -2.156 5.217 0.20 0.77 -0.28
H -0.039 0.325 6.716 0.29 -0.27 -0.11
H 1.122 -0.878 6.705 -0.34 0.17 0.06
H -1.815 0.168 -1.637 0.46 0.59 0.74
H -2.401 1.064 -0.225 0.94 -0.52 0.26
H -3.249 -0.584 0.923 0.90 -0.29 -0.38
H -2.374 -2.116 1.213 0.24 0.69 -0.56
H -2.849 -1.670 -1.774 0.15 -0.14 0.89
H -3.203 -3.080 -0.726 -0.01 0.87 -0.12
H -5.310 -2.199 -0.055 0.20 0.78 -0.95
H -5.253 -1.684 -1.827 0.30 0.05 0.94
H -4.932 -0.486 -0.472 0.12 -0.76 -0.44
H 2.065 3.548 -0.004 -0.06 -0.19 0.92
H 3.813 5.111 0.694 -0.49 -0.61 0.65
H 4.606 5.349 3.118 -1.70 -1.93 -1.36
H 3.471 3.782 4.860 -0.65 -0.45 -0.83
H 1.699 2.137 4.180 0.21 0.54 -0.61
H 3.131 1.377 -0.384 0.83 -0.37 -0.16
H 4.767 1.937 -2.147 -0.03 -0.99 0.44
H 7.448 -0.943 -0.892 -0.93 0.40 0.07
H 5.924 -1.783 0.859 -0.11 0.74 -0.56
C -8.513 -2.853 -0.208 0.02 0.11 -0.08
Br -7.387 -4.016 -1.262 -0.19 0.08 0.15
Br -10.188 -3.711 0.226 0.21 0.04 -0.04
Br -7.605 -2.196 1.368 -0.30 -0.15 -0.03
H -8.744 -1.989 -0.820 0.03 -0.11 0.09
C 7.740 4.369 -0.534 -0.07 0.15 -0.03
Br 6.081 3.476 -0.969 1.05 1.37 0.54
Br 7.448 5.984 0.494 0.05 -0.16 -0.05
Br 8.978 3.177 0.340 -0.38 -0.02 0.05
H 8.195 4.670 -1.472 -0.01 0.01 0.15
C 2.443 -1.088 -5.902 -0.12 0.17 0.00
Br 3.477 -2.360 -6.915 -0.03 0.02 0.03
Br 0.717 -1.799 -5.401 0.20 0.04 -0.06
Br 3.424 -0.436 -4.376 0.03 -0.10 -0.09
H 2.260 -0.238 -6.552 0.00 -0.12 0.05
C 4.322 -6.224 1.300 0.13 -0.05 0.05
Br 4.629 -6.387 -0.601 -0.07 0.06 0.20
Br 4.657 -4.427 1.927 0.08 -0.48 0.04
Br 2.558 -6.835 1.798 0.18 0.12 -0.08
H 5.035 -6.874 1.795 -0.11 0.06 -0.08
C -13.166 -6.042 -1.825 0.02 0.11 0.00
Br -12.830 -6.117 0.076 -0.13 -0.12 -0.24
Br -12.050 -7.283 -2.799 -0.13 0.12 0.13
Br -15.039 -6.286 -2.232 0.22 -0.01 0.06
H -12.897 -5.045 -2.156 -0.02 -0.13 0.04
C -3.641 7.699 5.305 -0.01 0.00 -0.08
Br -3.792 6.697 6.950 0.00 0.11 -0.13
Br -5.359 8.330 4.687 0.22 -0.06 0.10
Br -2.361 9.140 5.463 -0.18 -0.15 0.03
H -3.264 7.018 4.551 -0.04 0.08 0.13
C -5.640 -8.189 -0.471 -0.05 0.01 -0.08
Br -5.748 -9.203 1.172 0.02 0.18 -0.11
Br -7.389 -7.727 -1.140 0.21 -0.13 0.10
Br -4.505 -6.635 -0.285 -0.13 -0.17 0.03
H -5.176 -8.835 -1.214 -0.21 0.27 0.42
C -7.070 -11.652 3.810 0.08 0.06 0.04
Br -8.666 -12.634 3.331 0.17 0.06 0.09
Br -7.480 -10.085 4.866 0.01 -0.22 -0.17
Br -5.769 -12.783 4.681 -0.19 0.12 -0.09
H -6.622 -11.305 2.885 -0.09 -0.08 0.09
C -10.794 -9.965 1.713 0.01 0.03 -0.02
Br -10.401 -10.053 -0.177 -0.07 0.00 0.22
Br -10.674 -8.159 2.388 0.04 -0.18 -0.05
Br -12.498 -10.775 2.131 0.19 0.11 -0.06
H -10.033 -10.545 2.223 -0.11 0.08 -0.06
C 8.987 1.345 -5.007 -0.01 -0.08 -0.05
Br 7.341 0.451 -5.468 0.15 0.10 0.14
Br 8.680 2.956 -3.977 -0.01 -0.16 -0.14
Br 10.225 0.161 -4.112 -0.16 0.14 -0.06
H 9.453 1.646 -5.939 -0.05 0.01 0.15
C 0.972 -2.610 -9.865 -0.02 -0.08 0.14
Br 0.999 -0.703 -9.559 0.03 -0.13 -0.06
Br -0.815 -3.244 -10.233 0.26 0.14 -0.05
Br 2.232 -3.148 -11.226 -0.18 0.12 0.16
H 1.287 -3.078 -8.938 -0.02 0.07 -0.11
C -3.806 9.579 9.601 0.02 -0.02 -0.06
Br -3.956 8.591 11.255 0.01 0.13 -0.18
Br -5.524 10.211 8.984 0.21 -0.08 0.07
Br -2.521 11.017 9.738 -0.16 -0.15 0.01
H -3.433 8.890 8.852 -0.05 0.09 0.08
C 5.706 2.363 -9.289 -0.01 0.11 0.05
Br 4.767 0.830 -8.583 0.08 0.02 -0.08
Br 6.420 3.463 -7.867 -0.04 -0.11 -0.19
Br 7.064 1.848 -10.562 -0.14 0.04 0.20
H 4.981 2.967 -9.824 0.09 -0.09 0.07
C -3.103 10.708 -0.985 -0.01 -0.04 0.06
Br -2.982 12.586 -0.548 -0.02 -0.21 -0.08
Br -4.908 10.193 -1.442 0.20 0.12 0.00
Br -1.845 10.208 -2.364 -0.16 0.07 0.13
H -2.831 10.155 -0.092 -0.03 0.06 -0.12
C -3.316 -6.085 -8.129 0.00 0.06 -0.05
Br -4.247 -7.545 -7.269 0.11 0.21 -0.05
Br -2.508 -4.899 -6.835 -0.06 -0.17 -0.13
Br -2.029 -6.703 -9.433 -0.21 -0.05 0.23
H -4.059 -5.509 -8.668 0.09 -0.08 0.08
C 12.036 6.379 -0.091 -0.01 0.04 0.00
Br 12.193 5.576 1.660 -0.08 0.09 -0.20
Br 11.385 5.116 -1.403 0.18 0.22 -0.01
Br 10.968 7.987 -0.048 -0.21 -0.69 -0.04
H 13.035 6.669 -0.399 -0.12 -0.03 0.05
C -4.648 -11.703 -7.497 0.02 0.19 -0.15
Br -5.549 -12.443 -9.036 0.13 0.05 0.24
Br -4.600 -12.954 -6.022 0.30 -0.26 -0.86
Br -2.884 -11.052 -7.941 -0.20 -0.21 0.07
H -5.229 -10.848 -7.169 0.04 -0.11 0.00
C 13.852 10.179 2.089 -0.02 0.07 0.01
Br 12.927 10.590 0.445 0.47 0.44 0.25
Br 12.628 10.006 3.575 0.12 -0.03 -0.20
Br 14.979 8.619 1.903 -0.16 0.13 0.00
H 14.503 11.018 2.308 -0.07 -0.12 -0.02
C -5.743 -11.661 -3.275 -0.23 -0.04 0.40
Br -5.853 -12.666 -1.629 -0.02 0.18 -0.12
Br -7.490 -11.178 -3.941 0.25 -0.03 0.07
Br -4.595 -10.115 -3.093 0.06 -0.37 -0.47
H -5.287 -12.309 -4.016 -0.21 0.37 0.46
C 5.061 7.908 5.305 0.10 -0.01 0.23
Br 5.821 8.231 7.055 -0.10 0.00 -0.19
Br 4.580 6.049 5.054 0.49 1.79 2.05
Br 3.571 9.082 4.941 0.15 -0.18 0.06
H 5.832 8.136 4.578 -0.09 -0.05 0.09
```
Positions in Å, forces in eV/Å.

The value obtained for the molar mass is 5948.0 Da. The value obtained for the frontier orbital gap is 8.26 eV.